Record 1
Density functional theory data (the ωB97M-V functional and the def2-TZVPD basis) for C6H7FO in the gas phase in a non-equilibrium geometry.

Atoms and positions in Å:
F  -2.327  -0.211  -1.610
O  1.321  -0.592  -1.560
C  -0.159  0.872  1.127
C  -0.258  0.974  -0.471
C  -1.276  -0.157  -0.734
C  1.073  0.134  -0.390
C  0.387  -0.508  0.817
C  -0.939  -0.983  0.221
H  0.740  -1.143  1.645
H  -1.285  -1.974  0.289
H  0.616  1.512  1.498
H  -1.100  1.022  1.557
H  1.882  0.762  -0.177
H  1.818  -1.626  -1.260
H  -0.493  1.917  -0.952

Computed properties:
SMILES string: O[C@@H]1[C@@H]2C=C(F)[C@H]1C2
relative energy (zero: lowest compared OMol25 entry of this formula, charge and spin): 349.55 kJ/mol
HOMO energy: -8.9 eV
HOMO-LUMO gap: 9.47 eV

Record 2
Density functional theory data (the ωB97M-V functional and the def2-TZVPD basis) for a molecular structure, C35H35N8OPdS2.

Atoms and positions in Å:
Pd  -0.310  -0.607  0.523
S  -2.632  0.002  0.830
S  -3.427  -3.326  1.355
O  -0.515  -2.609  0.167
N  -5.539  0.195  -4.504
N  -0.008  1.402  0.609
N  -6.285  -3.868  -3.965
N  1.533  6.128  1.686
N  -0.878  -4.709  -0.473
N  -1.458  -2.962  -1.902
N  1.380  6.203  -0.539
N  1.950  -1.696  3.700
C  -5.747  -3.222  -3.179
C  0.137  2.057  -0.544
C  -0.207  -5.167  0.723
C  -3.867  -2.412  -0.012
C  2.368  -1.816  1.198
C  -4.607  -3.063  -1.040
C  -2.405  -5.184  -2.269
C  2.447  9.726  -0.129
C  -5.210  -0.370  -3.554
C  1.885  7.393  1.242
C  3.700  -2.128  0.920
C  -3.582  -1.030  -0.244
C  1.740  -2.421  2.445
C  -5.048  -2.444  -2.191
C  -4.795  -1.073  -2.382
C  2.277  8.517  1.970
C  0.795  4.056  0.586
C  -1.999  -3.875  -2.899
C  1.242  5.461  0.605
C  -1.229  -5.699  -1.468
C  0.590  3.387  1.783
C  2.552  9.674  1.272
C  0.179  2.068  1.751
C  -4.074  -0.411  -1.387
C  -0.930  -3.369  -0.726
C  2.329  -0.506  -0.810
C  4.354  -1.635  -0.199
C  1.657  -0.988  0.315
C  1.320  -0.395  3.704
C  3.658  -0.816  -1.074
C  2.068  8.623  -0.867
C  1.792  7.461  -0.153
C  -1.394  -1.593  -2.370
C  0.537  3.378  -0.598
C  3.339  -1.597  4.092
H  -0.730  -1.530  -3.240
H  2.360  8.468  3.047
H  2.662  10.656  -0.640
H  1.198  5.894  -1.476
H  0.624  3.844  -1.569
H  -0.664  -6.105  1.040
H  0.736  3.896  2.724
H  0.310  -0.479  3.298
H  -0.043  1.527  2.658
H  -2.861  -3.383  -3.356
H  -3.857  0.640  -1.526
H  4.139  -0.433  -1.967
H  -1.490  -6.619  -0.944
H  1.800  0.116  -1.527
H  -3.247  -5.016  -1.593
H  0.865  -5.332  0.557
H  3.399  -1.174  5.098
H  1.249  -0.021  4.729
H  3.792  -2.591  4.115
H  2.852  10.564  1.809
H  -1.028  -0.926  -1.593
H  2.157  -3.423  2.589
H  1.878  0.347  3.106
H  0.666  -2.527  2.302
H  -0.106  1.507  -1.441
H  -4.838  -4.110  -0.891
H  4.235  -2.786  1.599
H  -0.377  -5.926  -2.125
H  -0.330  -4.436  1.513
H  -2.704  -5.898  -3.037
H  3.938  -0.961  3.422
H  5.388  -1.895  -0.388
H  -2.390  -1.254  -2.656
H  1.992  8.666  -1.946
H  -1.258  -4.041  -3.692

Computed properties:
net charge: -1
relative energy (zero: lowest compared OMol25 entry of this formula, charge and spin): 98.21 kJ/mol
HOMO energy: -3.6 eV
HOMO-LUMO gap: 4.81 eV

Record 3
Density functional theory data (the ωB97M-V functional and the def2-TZVPD basis) for 12 unconnected molecules or ions with the total composition C24H53N12O22 in a non-equilibrium geometry.

Atoms and positions in Å:
O  -5.645  4.456  -1.210
O  7.053  1.171  -3.066
O  4.513  4.466  -0.856
O  1.990  -5.988  8.183
O  -4.266  8.170  -1.184
O  0.037  -5.902  9.104
O  -9.933  5.334  -4.360
O  5.006  1.786  -2.772
O  3.471  -3.378  -3.085
O  -10.014  6.805  -2.784
O  4.740  -2.083  -5.773
O  -4.242  3.816  0.293
O  -1.523  6.613  3.302
O  1.684  2.165  -0.248
O  -4.540  6.817  0.470
O  5.327  -4.942  0.407
O  4.646  5.851  -2.503
O  0.175  2.867  -1.613
O  -3.676  6.647  3.423
O  4.007  -6.648  0.318
O  1.525  -3.278  -2.171
O  4.953  -3.469  -7.411
N  4.639  -5.798  0.914
N  -9.654  5.746  -3.254
N  4.483  5.584  -1.332
N  -4.539  7.924  -0.027
N  1.332  2.656  -1.306
N  5.891  0.951  -2.817
N  -4.523  4.274  -0.799
N  0.779  -5.914  8.149
N  2.269  -3.272  -3.139
N  -2.618  6.088  3.236
N  5.173  -3.101  -6.279
N  -0.202  -3.874  2.820
C  -8.799  4.887  -2.390
C  -0.426  -1.504  -0.305
C  -1.337  1.750  1.417
C  -0.257  -4.659  0.446
C  4.558  -5.801  2.401
C  -0.427  -0.188  0.085
C  -2.669  4.639  2.898
C  -3.403  4.646  -1.703
C  -1.358  0.309  0.962
C  5.518  -0.465  -2.544
C  2.381  3.024  -2.294
C  -1.004  -6.220  2.439
C  0.535  -3.932  1.512
C  -1.380  -2.352  0.193
C  4.223  6.710  -0.393
C  0.162  -5.829  6.797
C  6.043  -3.957  -5.426
C  -2.339  -1.852  1.045
C  -0.227  -5.269  3.350
C  -2.338  -0.529  1.435
C  -0.743  -6.064  0.910
C  -1.423  -3.821  -0.162
C  1.662  -3.117  -4.491
C  -4.902  9.058  0.865
H  0.785  -5.611  3.565
H  -9.365  4.660  -1.492
H  4.455  -0.510  -2.339
H  6.350  -4.820  -6.005
H  -0.683  -7.225  2.720
H  -1.133  -3.456  2.715
H  4.151  -4.840  2.705
H  0.368  -3.289  3.430
H  -1.259  1.740  2.510
H  5.015  6.704  0.350
H  -0.449  2.256  1.045
H  -7.901  5.449  -2.154
H  -4.858  9.975  0.289
H  -0.728  -5.224  4.320
H  -2.466  4.426  -1.202
H  -3.507  4.057  -2.610
H  -1.654  4.283  2.764
H  0.349  0.460  -0.316
H  -8.556  3.982  -2.935
H  0.913  -2.957  1.217
H  5.457  -4.253  -4.561
H  -3.154  4.128  3.725
H  6.900  -3.359  -5.131
H  -1.695  -6.253  0.413
H  2.084  -2.219  -4.935
H  3.255  6.535  0.067
H  2.297  4.091  -2.476
H  1.926  -3.997  -5.069
H  -4.185  9.071  1.681
H  3.910  -6.614  2.710
H  -3.238  4.527  1.978
H  2.188  2.457  -3.201
H  -0.038  -6.832  0.591
H  -3.107  -2.537  1.401
H  0.458  -4.837  -0.361
H  -3.497  5.709  -1.909
H  0.556  -4.936  6.319
H  -5.907  8.874  1.232
H  -2.060  -6.158  2.713
H  3.345  2.778  -1.884
H  0.307  -1.915  -0.989
H  5.560  -5.938  2.795
H  -0.916  -5.768  6.909
H  1.418  -4.547  1.721
H  -1.427  -3.959  -1.246
H  0.445  -6.726  6.252
H  -3.116  -0.201  2.117
H  6.096  -0.795  -1.686
H  0.587  -3.031  -4.379
H  4.226  7.636  -0.957
H  -2.380  -4.221  0.188
H  5.768  -1.044  -3.429
H  -2.257  2.272  1.150

Computed properties:
net charge: +1
relative energy (zero: lowest compared OMol25 entry of this formula, charge and spin): 168.22 kJ/mol
HOMO energy: -11.7 eV
HOMO-LUMO gap: 8.53 eV

Record 4
Density functional theory data (the ωB97M-V functional and the def2-TZVPD basis) for a molecular structure, C6H8 in a non-equilibrium geometry.

Atoms and positions in Å:
C  -0.930  1.002  0.059
C  0.094  -0.138  -0.027
C  1.419  -0.198  -0.746
C  -1.938  -0.150  0.070
C  -1.010  -1.095  -0.022
C  1.302  -0.110  0.817
H  -0.809  -2.199  -0.104
H  1.750  0.859  1.066
H  1.879  -0.980  -1.186
H  -0.851  1.666  -0.758
H  1.517  0.713  -1.200
H  -3.064  -0.060  0.041
H  -1.051  1.739  0.791
H  1.693  -1.051  1.198

Computed properties:
relative energy (zero: lowest compared OMol25 entry of this formula, charge and spin): 274.73 kJ/mol
HOMO energy: -9.1 eV
HOMO-LUMO gap: 10.20 eV

Record 5
Density functional theory data (the ωB97M-V functional and the def2-TZVPD basis) for a molecular structure, C6H14O2 in a non-equilibrium geometry.

Atoms and positions in Å:
O  0.711  -3.546  -0.071
O  -1.570  -2.814  -0.496
C  1.071  -0.980  0.805
C  -0.520  -0.440  -1.017
C  0.313  1.401  0.501
C  -0.022  3.859  0.399
C  0.226  0.036  0.173
C  -0.314  2.472  -0.069
H  1.709  -1.459  0.066
H  1.005  1.641  1.310
H  0.369  -1.771  1.132
H  -1.037  0.411  -1.461
H  0.740  -4.490  0.087
H  0.186  -0.831  -1.757
H  0.942  4.252  0.077
H  -0.008  3.827  1.491
H  -0.340  -3.157  -0.335
H  -0.782  4.549  0.029
H  -1.156  -1.332  -0.782
H  -1.793  -3.230  -1.332
H  -1.301  2.206  -0.449
H  1.572  -0.606  1.702

Computed properties:
relative energy (zero: lowest compared OMol25 entry of this formula, charge and spin): 466.13 kJ/mol
HOMO energy: -8.1 eV
HOMO-LUMO gap: 5.95 eV

Record 6
Density functional theory data (the ωB97M-V functional and the def2-TZVPD basis) for a molecular structure, C3H4HgO3 in a non-equilibrium geometry.

Atoms and positions in Å:
Hg  0.764  1.552  0.008
O  2.388  0.230  -0.204
O  -0.710  2.517  -0.329
O  0.568  -0.633  0.155
C  -1.723  -1.321  0.099
C  1.841  -0.968  -0.075
C  -0.427  -1.579  0.083
H  -1.525  2.545  0.170
H  -2.103  -0.517  0.741
H  3.350  0.217  -0.327
H  -2.424  -2.042  -0.320

Computed properties:
net charge: +1
spin multiplicity: 2
relative energy (zero: lowest compared OMol25 entry of this formula, charge and spin): 693.99 kJ/mol
<S²>: 0.758
HOMO energy (alpha / beta): -14.1 / -14.6 eV
HOMO-LUMO gap (alpha / beta): 9.19 / 9.19 eV

Record 7
Density functional theory data (the ωB97M-V functional and the def2-TZVPD basis) for C3H5P in the gas phase in a non-equilibrium geometry.

Atoms and positions in Å:
P  2.162  0.253  0.011
C  -0.472  -0.351  0.015
C  -0.386  1.100  -0.006
C  0.901  -0.874  0.016
H  -1.207  -0.753  0.879
H  -0.757  -0.704  -1.041
H  -0.504  1.643  0.892
H  1.062  -1.969  0.060
H  -0.799  1.655  -0.825

Computed properties:
relative energy (zero: lowest compared OMol25 entry of this formula, charge and spin): 193.74 kJ/mol
HOMO energy (alpha / beta): -8.4 / -8.0 eV
HOMO-LUMO gap (alpha / beta): 8.08 / 7.96 eV

Record 8
Density functional theory data (the ωB97M-V functional and the def2-TZVPD basis) for 24 unconnected molecules or ions with the total composition C23H92F2N47O27S2 in a non-equilibrium geometry.

Atoms and positions in Å:
S  0.800  0.094  0.892
S  -0.744  -0.071  -1.087
F  1.304  -1.085  1.875
F  -2.384  -0.016  -0.962
O  0.119  2.656  -5.563
O  0.147  -1.164  6.055
O  -0.534  -0.992  -2.215
O  -1.391  4.048  1.341
O  5.567  -3.268  -5.872
O  -3.989  2.870  5.776
O  -8.371  -2.394  -3.162
O  -6.361  -0.016  -0.665
O  2.120  4.937  5.253
O  -0.584  -5.228  0.311
O  7.125  1.590  -0.052
O  -4.658  -0.842  3.049
O  -4.089  3.499  -2.390
O  -2.966  -4.193  -1.965
O  0.904  6.583  -4.397
O  2.169  2.775  -1.370
O  -0.369  1.351  -1.187
O  1.843  -0.559  -5.621
O  2.083  -4.915  3.472
O  -6.929  -4.500  3.766
O  0.480  1.123  1.855
O  2.002  0.071  0.044
O  5.454  -0.676  1.387
O  3.469  -4.370  -2.597
O  -3.246  -1.239  -4.457
O  5.796  -2.855  -1.364
O  3.171  1.663  4.430
N  -2.016  2.576  -4.996
N  0.813  4.522  -3.568
N  2.931  1.277  -4.973
N  0.063  5.696  1.654
N  -0.634  -0.653  0.345
N  4.475  2.487  2.844
N  0.391  3.803  2.548
N  2.103  -0.928  5.095
N  1.407  3.155  6.329
N  -3.048  1.674  4.065
N  6.147  -0.655  -2.080
N  -2.237  3.571  4.476
N  0.538  0.518  4.675
N  -7.883  1.512  -0.304
N  1.384  -4.159  -1.965
N  -4.131  -1.477  -2.480
N  4.889  2.937  4.959
N  0.036  -3.504  1.579
N  -6.703  -2.362  3.800
N  -2.290  3.739  -1.241
N  6.273  -2.370  -3.474
N  1.474  -5.472  5.674
N  7.002  1.476  2.167
N  8.578  2.660  1.215
N  0.311  5.112  6.359
N  -6.737  -2.812  -1.619
N  4.121  -2.627  -7.330
N  4.254  3.689  -0.768
N  -5.092  -0.133  -4.032
N  0.603  -3.781  4.716
N  -1.475  -3.214  0.102
N  -0.948  0.675  -5.654
N  -4.578  -4.335  -3.460
N  -6.430  1.980  -1.744
N  2.855  -2.507  -1.647
N  -4.009  -0.959  0.831
N  1.498  5.965  -2.277
N  -3.994  3.501  -0.063
N  4.068  -1.638  2.733
N  4.120  1.592  -0.846
N  4.663  -2.735  1.044
N  -5.899  -3.392  2.097
N  -2.953  -5.758  -3.506
N  2.151  0.043  -3.461
N  -7.389  -4.384  -2.985
N  -2.554  -0.974  2.282
N  3.441  -2.995  -5.203
C  4.402  -2.963  -6.094
C  1.456  -4.770  4.551
C  7.539  1.873  1.066
C  3.448  2.691  -1.077
C  -4.107  -0.920  -3.678
C  1.020  5.771  -3.501
C  -0.679  -4.061  0.676
C  2.647  -3.739  -2.074
C  -3.862  -0.763  2.118
C  -3.519  3.507  -1.355
C  6.100  -1.971  -2.192
C  -0.328  4.450  1.746
C  -3.154  2.699  4.858
C  -6.862  1.080  -0.943
C  -0.872  1.998  -5.313
C  2.299  0.157  -4.731
C  4.203  2.220  4.104
C  4.647  -1.572  1.625
C  0.876  -0.574  5.296
C  -6.507  -3.505  3.270
C  1.272  4.391  5.911
C  -7.561  -3.148  -2.617
C  -3.412  -4.717  -2.971
H  5.114  3.351  -0.361
H  0.820  4.019  -4.444
H  1.218  0.897  4.031
H  2.484  0.778  -2.853
H  -8.177  -4.691  -3.537
H  3.836  4.593  -0.602
H  0.197  -3.642  5.631
H  8.760  2.915  2.176
H  -0.311  1.060  4.747
H  -4.860  -1.304  -1.802
H  3.795  -2.578  2.984
H  3.181  1.537  -5.917
H  -3.419  -5.951  -4.382
H  -2.836  2.001  -4.869
H  2.336  -2.330  -0.798
H  0.914  -5.243  6.482
H  -2.120  4.432  4.991
H  -6.296  -1.592  3.289
H  4.050  -0.906  3.429
H  -1.351  -2.221  0.240
H  3.522  0.789  -0.982
H  -3.274  -1.971  -2.275
H  -1.936  -0.848  1.494
H  6.536  -0.205  -2.896
H  -2.573  1.764  3.178
H  -4.987  -4.738  -4.291
H  -5.555  2.034  -2.245
H  3.792  -3.034  -4.256
H  0.845  3.979  -2.717
H  2.119  -6.240  5.794
H  6.164  0.932  2.019
H  2.620  -0.084  4.895
H  -4.895  -0.854  0.358
H  -5.101  0.087  -5.018
H  -8.354  2.362  -0.581
H  -6.199  -3.578  -1.240
H  1.247  4.212  2.895
H  -3.384  3.535  0.741
H  -8.120  0.903  0.466
H  -5.375  -4.237  1.916
H  0.312  -3.119  4.011
H  -5.946  -0.038  -3.501
H  -6.973  -5.162  -2.494
H  0.850  -4.005  1.904
H  4.001  -3.473  1.239
H  -1.939  3.580  -5.069
H  -0.514  4.680  6.750
H  0.652  2.593  6.697
H  2.573  -1.558  5.729
H  2.124  2.804  5.711
H  -1.632  3.866  -1.997
H  -0.163  -2.543  1.818
H  -0.473  6.148  0.927
H  1.161  -5.060  -2.364
H  6.526  -1.677  -4.163
H  7.339  1.831  3.050
H  -6.836  -1.836  -1.378
H  1.982  -0.901  -3.144
H  -2.067  -6.208  -3.328
H  2.738  -2.289  -5.368
H  9.031  3.098  0.426
H  -4.989  -3.464  -3.158
H  5.817  -0.095  -1.307
H  -3.097  -0.948  0.397
H  3.989  2.025  2.089
H  5.043  3.304  2.669
H  -2.270  -0.878  3.247
H  5.718  3.439  4.676
H  -5.500  -2.516  1.792
H  -2.050  -3.488  -0.682
H  0.352  6.003  5.884
H  6.123  -3.357  -3.623
H  3.184  -2.463  -7.668
H  1.734  5.133  -1.756
H  5.281  -2.809  0.248
H  3.210  1.779  -4.142
H  -1.942  3.701  -0.294
H  -1.798  3.335  3.598
H  0.273  2.833  2.290
H  5.126  1.603  -0.759
H  -1.633  0.102  -5.183
H  2.067  6.788  -2.140
H  -7.299  -2.307  4.613
H  -4.996  3.550  0.053
H  -0.098  0.245  -5.990
H  4.536  3.035  5.900
H  -7.006  2.764  -2.013
H  0.606  -3.527  -1.843
H  4.873  -2.450  -7.982
H  -3.649  0.869  4.174
H  0.808  6.100  2.204
H  3.845  -2.313  -1.609

Computed properties:
net charge: -1
HOMO energy: -6.7 eV
HOMO-LUMO gap: 7.50 eV